The following is a DFT calculation (ωB97M-V/def2-TZVPD) of an isolated molecule of Br2O4S3.

Values from the calculation:
Kohn-Sham gap ... 9.05 eV
Total charge ... 0
E_LUMO ... -1.39 eV
E_tot ... -6643.4445 Eh
ΔE to the lowest compared entry with this formula, charge and spin ... 15.54 kcal per mole

Each line ends with the Mulliken charge.
Geometry (Å):
1 Br -2.535 1.456 -0.788  -0.09
2 O -0.944 -0.846 -1.169  -0.48
3 O 0.145 1.177 -0.473  -0.13
4 S -1.065 0.181 -0.197  1.08
5 Br 2.958 0.955 -0.915  -0.08
6 O 1.087 -0.983 0.182  -0.45
7 S 1.337 0.392 0.418  0.76
8 S 1.456 1.198 2.133  -0.14
9 O -1.223 -0.123 1.176  -0.46